No. 1
11
Properties=species:S:1:pos:R:3 method="wB97M-V/def2-TZVPD" lumo_energy_ha=0.0227 multiplicity=1 homo_lumo_gap_ev=10.60 e_above_lowest_kj_mol=372.8
C -0.3679 -0.5713 -1.1162
H 0.3412 -0.1433 2.2077
C -0.1229 -0.1555 0.1275
H -1.1737 -1.1535 1.7923
O -0.3594 2.6195 -0.5967
H 0.4818 -1.7979 1.4410
O -0.1702 0.4487 -2.0453
H -0.7404 -1.4241 -1.4964
O 1.8048 1.5889 -0.9077
C -0.1035 -0.8355 1.3645
S 0.4103 1.4239 -0.7708

No. 2
13
Properties=species:S:1:pos:R:3 method="wB97M-V/def2-TZVPD" lumo_energy_ha=-0.1669 multiplicity=1 homo_lumo_gap_ev=10.83 charge=+1 e_above_lowest_kj_mol=291.0
N -0.0815 1.8609 -0.0835
N 1.9004 0.6237 0.0377
N 0.6169 0.7274 0.0214
N 2.2131 -0.6293 0.0166
C 1.1076 -1.3311 -0.0082
C -1.3622 -0.7081 -0.0777
H 1.0552 -2.4011 -0.0152
H -1.7998 -0.0609 -0.8408
H -0.8428 1.9846 0.5776
N 0.0498 -0.4942 -0.0198
H -1.5542 -1.7486 -0.3343
H 0.5248 2.6726 -0.1620
H -1.8271 -0.4955 0.8882

No. 3
9
Properties=species:S:1:pos:R:3 method="wB97M-V/def2-TZVPD" lumo_energy_ha=0.1445 multiplicity=1 homo_lumo_gap_ev=7.95 charge=-1 e_above_lowest_kj_mol=314.8
O -1.0198 1.1103 -1.1180
O 0.4634 -0.9973 -1.0204
S -1.6063 0.0643 -0.0408
O -2.7486 -0.5686 -0.6506
H 0.6845 -0.3098 1.5107
F -0.6452 -2.3301 0.4277
C -0.1980 -1.0908 -0.0121
H -0.4839 0.5389 -1.6189
O -1.8959 0.8224 1.2015